Entry 1:
77
Properties=species:S:1:pos:R:3 method="wB97M-V/def2-TZVPD" de_lowest_kcal_mol=5.3 lumo_ev="-6.84 / -6.43" spin_multiplicity=3 orbital_gap_ha="0.2352 / 0.2524" charge=+2
V -0.506 -1.173 0.435
F 6.448 0.425 0.307
C 5.163 0.494 0.580
C 4.657 1.553 1.320
F 5.464 2.497 1.760
C 3.295 1.610 1.599
F 2.858 2.624 2.336
C 2.407 0.645 1.145
P 0.639 0.692 1.573
C 0.639 0.355 3.347
C 0.774 1.358 4.303
C 0.857 1.021 5.645
C 0.818 -0.310 6.036
C 0.686 -1.314 5.086
C 0.595 -0.981 3.745
C 0.032 2.362 1.322
C -1.118 2.753 2.008
C -1.604 4.040 1.857
C -0.950 4.934 1.023
C 0.178 4.538 0.321
C 0.666 3.248 0.453
C 2.956 -0.416 0.433
Br 1.890 -1.892 -0.164
C 4.301 -0.510 0.143
F 4.784 -1.534 -0.545
H 0.814 2.398 4.007
H 0.957 1.803 6.385
H 0.889 -0.566 7.084
H 0.654 -2.351 5.392
H 0.487 -1.783 3.015
H -1.622 2.069 2.682
H -2.488 4.347 2.399
H -1.326 5.942 0.915
H 0.683 5.235 -0.333
H 1.548 2.954 -0.107
C -4.369 -6.025 1.336
C -3.143 -5.188 1.276
C -1.863 -5.650 1.096
C -0.801 -4.739 1.045
N -0.995 -3.420 1.207
C -2.250 -2.981 1.435
S -2.530 -1.319 1.671
N -3.291 -3.847 1.424
C 0.593 -5.233 0.876
H -4.155 -7.044 1.028
H -5.145 -5.612 0.691
H -4.748 -6.041 2.359
H -1.680 -6.707 0.981
H -4.220 -3.454 1.541
H 0.617 -6.181 0.347
H 1.016 -5.393 1.872
H 1.220 -4.506 0.370
S -2.462 2.460 -1.367
P -1.338 1.356 -2.442
S -1.232 -0.654 -1.541
C 0.387 1.865 -2.630
C 1.482 1.018 -2.536
C 2.767 1.513 -2.715
C 2.960 2.858 -2.991
C 1.865 3.705 -3.107
C 0.584 3.215 -2.924
C -1.908 0.916 -4.083
C -1.068 0.217 -4.950
C -1.501 -0.087 -6.226
C -2.769 0.314 -6.640
C -3.601 1.011 -5.781
C -3.174 1.314 -4.496
H 1.333 -0.040 -2.370
H 3.615 0.842 -2.672
H 3.960 3.246 -3.137
H 2.011 4.750 -3.344
H -0.263 3.886 -3.003
H -0.074 -0.079 -4.637
H -0.854 -0.626 -6.903
H -3.101 0.086 -7.644
H -4.582 1.325 -6.110
H -3.813 1.863 -3.815


Entry 2:
37
Properties=species:S:1:pos:R:3 method="wB97M-V/def2-TZVPD" de_lowest_kcal_mol=7.3 lumo_ev="-6.62 / -11.79" spin_multiplicity=5 orbital_gap_ha="0.2340 / 0.1397" charge=+2
C -3.472 -1.470 -1.564
I -4.732 -1.095 -0.127
H -2.577 -0.928 -1.285
H -3.845 -1.168 -2.569
H -3.220 -2.552 -1.623
Ir 1.262 0.073 -0.350
P 2.089 -1.798 0.195
C 0.799 -3.057 0.392
C 2.793 -2.228 -1.388
H 3.799 -1.184 1.728
H 3.291 -2.948 1.779
H 2.266 -1.629 2.566
C 2.957 -1.895 1.743
H 3.476 -1.422 -1.690
H 3.278 -3.180 -1.142
H 1.416 -3.963 0.332
H 0.052 -3.030 -0.400
H 1.975 -2.263 -2.122
H 0.300 -2.955 1.355
C -0.452 -0.618 0.360
O -0.996 -0.483 1.404
Cl 3.627 0.781 -0.238
C -3.113 2.533 -0.962
C -1.739 2.551 -0.480
C -1.049 3.350 0.434
C 0.195 2.736 0.663
N 0.314 1.747 -0.276
N -0.850 1.682 -0.964
C 1.137 2.889 1.773
H -3.825 2.783 -0.177
H -3.218 3.300 -1.727
H -3.483 1.584 -1.359
H -1.447 4.192 0.965
H -1.078 0.853 -1.523
H 2.160 2.610 1.534
H 1.118 3.926 2.116
H 0.790 2.279 2.626


Entry 3:
50
Properties=species:S:1:pos:R:3 method="wB97M-V/def2-TZVPD" de_lowest_kcal_mol=41.3 lumo_ev="-9.85 / -9.89" spin_multiplicity=1 orbital_gap_ha="0.1713 / 0.1675" charge=+2
P -2.653 1.057 -0.724
P 0.283 -1.293 -2.875
C -1.880 0.702 -2.400
C -1.503 -0.742 -2.783
H -1.058 1.418 -2.617
H -2.654 1.026 -3.074
H -1.999 -1.449 -2.102
H -1.867 -0.926 -3.800
C 1.088 -0.125 -4.025
H 2.147 -0.416 -4.084
H 1.045 0.911 -3.661
H 0.658 -0.190 -5.024
C 0.235 -2.916 -3.723
H 0.048 -2.841 -4.805
H -0.522 -3.561 -3.244
H 1.229 -3.361 -3.550
C -2.987 2.870 -0.800
H -3.236 3.173 0.225
H -3.817 3.154 -1.452
H -2.090 3.436 -1.081
C -4.226 0.140 -0.645
H -4.099 -0.911 -0.927
H -5.070 0.549 -1.206
H -4.508 0.150 0.415
Pb 0.227 0.683 -0.610
C -2.524 -0.862 -5.784
C -1.715 0.182 -6.041
C -2.163 1.486 -6.608
C -3.534 2.012 -6.097
C -3.808 1.790 -4.644
C -4.456 0.709 -4.165
C -4.955 -0.418 -5.000
C -3.995 -0.901 -6.120
C -0.509 0.993 1.555
H -2.113 -1.850 -5.501
H -0.643 0.036 -6.105
H -2.239 1.433 -7.711
H -1.392 2.244 -6.386
H -3.512 3.101 -6.254
H -4.341 1.634 -6.749
H -3.568 2.658 -4.007
H -4.781 0.655 -3.125
H -5.911 -0.151 -5.483
H -5.176 -1.282 -4.347
H -4.255 -1.952 -6.313
H -4.231 -0.370 -7.055
H -0.046 0.128 2.065
H -1.590 0.992 1.758
H -0.040 1.926 1.911
I 0.947 3.337 -1.507


Entry 4:
10
Properties=species:S:1:pos:R:3 method="wB97M-V/def2-TZVPD" de_lowest_kcal_mol=35.8 lumo_ev=-0.68 smiles="C=S.CO" spin_multiplicity=1 orbital_gap_ha=0.3163 charge=0
C 1.597 0.878 -0.024
C -1.893 -1.081 -0.192
O 0.879 -0.311 0.386
S -2.284 0.426 0.305
H 1.142 1.202 -0.949
H 1.612 1.593 0.657
H -0.883 -1.318 -0.114
H -2.672 -1.813 -0.584
H -0.019 -0.052 0.724
H 2.521 0.474 -0.210


Entry 5:
16
Properties=species:S:1:pos:R:3 method="wB97M-V/def2-TZVPD" de_lowest_kcal_mol=159.4 lumo_ev=0.62 smiles="C=C1CO[C@@H]2C[C@H]2O1" spin_multiplicity=1 orbital_gap_ha=0.3541 charge=0
C -0.854 0.135 2.293
C 0.021 0.303 1.222
C 1.224 -0.566 0.803
C -0.354 -0.541 -0.926
C -0.475 0.164 -2.235
C 0.153 0.830 -0.987
H -1.561 0.988 2.640
H -0.761 -0.528 3.147
H 2.236 -0.419 0.224
H 1.478 -1.205 1.698
H -1.315 -0.591 -0.416
H -1.499 0.370 -2.585
H 0.043 -0.045 -3.234
H 1.099 1.083 -1.459
O 0.615 -1.452 -0.500
O -0.050 1.472 0.314


Entry 6:
74
Properties=species:S:1:pos:R:3 method="wB97M-V/def2-TZVPD" de_lowest_kcal_mol=16.1 lumo_ev=0.90 spin_multiplicity=1 orbital_gap_ha=0.1991 charge=-1
W -0.620 0.086 -0.395
C -4.650 0.533 -1.583
O -4.685 1.894 -2.014
C -3.660 2.748 -1.814
C -3.924 4.050 -2.238
C -2.979 5.059 -2.177
C -1.711 4.767 -1.711
C -1.423 3.475 -1.287
C -0.039 3.160 -0.996
N 0.434 1.996 -0.767
N 1.830 1.939 -0.785
C 2.182 0.701 -0.830
O 1.327 -0.282 -0.885
C 3.610 0.341 -0.689
C 4.544 1.291 -0.287
C 5.869 0.924 -0.113
C 6.264 -0.389 -0.340
C 5.331 -1.338 -0.737
C 4.001 -0.976 -0.906
C -2.389 2.467 -1.286
O -2.087 1.281 -0.737
H -5.567 0.096 -1.970
H -4.654 0.475 -0.498
H -3.789 0.006 -1.993
H -4.915 4.235 -2.632
H -3.229 6.055 -2.515
H -0.931 5.519 -1.691
H 0.696 3.953 -1.101
H 4.216 2.307 -0.110
H 6.594 1.661 0.206
H 7.300 -0.673 -0.200
H 5.636 -2.362 -0.913
H 3.253 -1.704 -1.191
S -1.751 -1.785 -1.653
C -0.466 -2.182 -2.797
C -0.070 -3.485 -3.032
C 0.943 -3.757 -3.948
C 1.351 -5.127 -4.169
N 1.662 -6.219 -4.352
C 1.561 -2.704 -4.624
C 1.165 -1.391 -4.381
C 0.156 -1.115 -3.468
S -0.372 0.497 -3.068
C 2.636 -2.958 -5.561
N 3.492 -3.155 -6.303
H -0.537 -4.299 -2.492
H 1.660 -0.580 -4.898
C 1.182 -2.971 3.019
C 0.765 -1.776 2.194
S 0.013 -2.156 0.665
C 0.920 -0.532 2.643
C 1.506 -0.199 3.994
S 0.442 0.858 1.702
H 0.951 -3.906 2.509
H 0.670 -2.980 3.987
H 2.256 -2.958 3.220
H 2.442 -0.737 4.165
H 0.818 -0.462 4.805
H 1.717 0.866 4.087
C -2.330 -0.511 1.013
C -2.356 -0.137 2.456
C -2.661 1.162 2.863
C -2.703 1.506 4.200
C -2.437 0.540 5.170
C -2.149 -0.765 4.785
C -2.116 -1.096 3.440
C -2.470 0.894 6.574
N -2.496 1.179 7.688
H -3.200 -0.070 0.539
H -2.392 -1.592 0.925
H -2.856 1.916 2.109
H -2.931 2.520 4.502
H -1.957 -1.516 5.542
H -1.892 -2.111 3.135


Entry 7:
23
Properties=species:S:1:pos:R:3 method="wB97M-V/def2-TZVPD" de_lowest_kcal_mol=22.2 lumo_ev=-1.22 spin_multiplicity=1 orbital_gap_ha=0.2571 charge=0
C 2.252 0.494 -0.198
C 2.614 -0.881 0.194
C 0.703 -1.440 -1.127
C 0.228 -0.034 -0.940
C -2.165 -0.147 -0.356
C -0.807 1.847 0.295
C -0.451 -0.330 1.465
C -0.778 0.324 0.120
O 3.557 -1.132 0.900
O 1.780 -1.818 -0.244
S 2.969 1.892 -0.235
H -0.072 -2.186 -0.918
H 1.063 -1.589 -2.151
H 0.189 0.569 -1.835
H -2.898 0.006 0.433
H -2.155 -1.205 -0.608
H -2.477 0.414 -1.233
H -0.934 2.344 -0.663
H -1.631 2.134 0.944
H 0.121 2.194 0.742
H -1.150 0.017 2.222
H 0.554 -0.059 1.785
H -0.513 -1.413 1.410


Entry 8:
34
Properties=species:S:1:pos:R:3 method="wB97M-V/def2-TZVPD" de_lowest_kcal_mol=9.0 lumo_ev="-9.94 / -9.80" spin_multiplicity=1 orbital_gap_ha="0.1605 / 0.1705" charge=+2
Os -0.064 -1.202 0.392
N -1.821 -4.906 -0.899
C -1.526 -3.721 -0.381
S 0.209 -3.249 -0.441
N -2.458 -2.991 0.165
N -1.971 -1.813 0.653
C -2.767 -1.030 1.291
C -2.182 0.198 1.816
C -2.918 1.156 2.488
C -2.272 2.291 2.959
C -0.907 2.430 2.754
C -0.228 1.436 2.077
N -0.845 0.345 1.606
H -1.115 -5.499 -1.301
H -2.773 -5.241 -0.859
H -3.804 -1.300 1.443
H -3.978 1.009 2.640
H -2.829 3.054 3.485
H -0.368 3.293 3.118
H 0.840 1.488 1.909
Cl 4.157 2.931 -3.835
C 3.473 1.926 -2.672
C 4.282 1.395 -1.636
C 3.741 0.583 -0.691
C 2.341 0.249 -0.725
O 1.880 -0.502 0.169
C 1.521 0.799 -1.799
C 0.115 0.546 -1.934
O -0.620 -0.140 -1.193
C 2.102 1.623 -2.744
H 5.334 1.647 -1.619
H 4.339 0.157 0.103
H -0.399 0.994 -2.787
H 1.514 2.044 -3.550


Entry 9:
82
Properties=species:S:1:pos:R:3 method="wB97M-V/def2-TZVPD" lumo_ev=0.53 smiles="CC[C@H](F)[C@H]1C[C@H](Cc2ccc(C)cc2)C(=O)O1.O=S1(=O)CCCC1.O=S1(=O)CCCC1.O=S1(=O)CCCC1" spin_multiplicity=1 orbital_gap_ha=0.3242 charge=0
C -5.016 -2.115 0.425
C -3.942 -3.245 0.133
C -2.443 -2.718 0.201
F -2.201 -1.906 1.333
C -2.078 -2.038 -1.159
C -2.551 -0.510 -1.084
C -1.094 0.119 -0.847
C -1.332 1.663 -1.053
C -1.306 2.483 0.284
C -1.896 3.827 0.255
C -1.914 4.680 1.450
C -1.296 4.172 2.673
C -1.266 4.998 4.019
C -0.688 2.842 2.733
C -0.715 1.999 1.521
C -0.376 -0.710 -1.975
O 0.228 -0.360 -2.937
O -0.680 -2.045 -1.573
H -4.611 -1.293 1.079
H -5.999 -2.503 0.782
H -5.221 -1.608 -0.566
H -4.128 -4.091 0.851
H -4.096 -3.562 -0.931
H -1.825 -3.651 0.348
H -2.597 -2.513 -2.027
H -2.929 -0.181 -2.082
H -3.145 -0.188 -0.200
H -0.588 -0.250 0.075
H -0.531 2.069 -1.732
H -2.341 1.852 -1.513
H -2.366 4.262 -0.663
H -2.397 5.687 1.415
H -0.509 5.818 3.893
H -0.897 4.336 4.848
H -2.286 5.389 4.256
H -0.216 2.444 3.658
H -0.250 0.995 1.617
C 3.757 4.127 -3.707
C 3.766 2.649 -4.111
C 2.607 1.965 -3.380
S 1.370 3.232 -3.110
O 1.247 3.459 -1.690
O 0.226 2.968 -3.947
C 2.306 4.578 -3.819
H 4.413 4.724 -4.341
H 4.101 4.229 -2.674
H 3.620 2.567 -5.192
H 4.718 2.171 -3.873
H 2.175 1.160 -3.972
H 2.917 1.585 -2.406
H 2.099 5.499 -3.278
H 2.005 4.679 -4.863
C -4.983 -8.777 1.650
C -3.646 -9.511 1.785
C -2.543 -8.450 1.841
S -3.297 -6.982 2.541
O -3.309 -5.946 1.534
O -2.768 -6.757 3.862
C -4.945 -7.655 2.681
H -5.830 -9.444 1.816
H -5.075 -8.358 0.644
H -3.642 -10.095 2.709
H -3.481 -10.205 0.959
H -1.713 -8.763 2.472
H -2.178 -8.199 0.845
H -5.681 -6.874 2.495
H -5.059 -8.046 3.693
C 5.770 2.509 1.193
C 5.004 3.335 0.155
C 5.883 4.529 -0.222
S 7.579 4.002 0.024
O 8.151 4.778 1.095
O 8.228 3.868 -1.257
C 7.187 2.374 0.649
H 5.309 1.534 1.355
H 5.784 3.040 2.149
H 4.816 2.721 -0.731
H 4.036 3.664 0.536
H 5.745 4.819 -1.263
H 5.698 5.384 0.429
H 7.913 2.084 1.407
H 7.222 1.678 -0.191


Question: The lowest charge belongs to which entry?
Answer: C35H26N5O3S4W